{
  "formula": "C4H6N2",
  "method": "wB97M-V/def2-TZVPD",
  "energy_ev": -7219.52756,
  "e_above_lowest_kcal_mol": 139.83,
  "smiles": "C=NN=C.C#C",
  "homo_ev": -9.1,
  "total_charge": 0,
  "gap_ev": 10.10,
  "symbols": ["C", "C", "C", "C", "N", "N", "H", "H", "H", "H", "H", "H"],
  "positions_angstrom": [[-1.181, -1.012, 1.560], [-0.763, -2.138, 1.471], [-0.102, 1.168, -2.301], [1.053, 0.381, 0.832], [0.764, 0.070, -0.340], [-0.106, 0.487, -1.202], [-1.569, -0.146, 1.108], [-0.403, -3.058, 1.843], [0.681, 1.703, -2.675], [-1.067, 1.158, -2.777], [0.780, 1.494, 1.285], [1.915, -0.107, 1.195]],
  "nbo_charge": [-0.24, -0.22, -0.15, -0.13, -0.20, -0.20, 0.23, 0.23, 0.16, 0.19, 0.15, 0.19]
}

{
  "formula": "C4H6N2",
  "method": "wB97M-V/def2-TZVPD",
  "energy_ev": -7222.43763,
  "e_above_lowest_kcal_mol": 72.72,
  "smiles": "C=C/C=N/N=C",
  "homo_ev": -9.1,
  "total_charge": 0,
  "gap_ev": 8.97,
  "symbols": ["C", "C", "C", "C", "H", "H", "H", "H", "H", "H", "N", "N"],
  "positions_angstrom": [[2.706, -0.266, 0.053], [1.562, 0.504, -0.122], [0.276, -0.131, -0.253], [-3.019, 0.087, 0.205], [3.725, 0.154, 0.233], [2.644, -1.338, 0.160], [1.599, 1.582, -0.223], [0.261, -1.225, -0.079], [-3.927, -0.510, 0.190], [-3.084, 1.173, 0.603], [-0.854, 0.443, -0.416], [-1.890, -0.473, -0.353]],
  "nbo_charge": [-0.33, -0.25, 0.07, -0.10, 0.21, 0.19, 0.22, 0.17, 0.19, 0.18, -0.29, -0.27]
}

{
  "formula": "C4H6N2",
  "method": "wB97M-V/def2-TZVPD",
  "energy_ev": -7220.98529,
  "e_above_lowest_kcal_mol": 106.21,
  "homo_ev": -10.0,
  "total_charge": 0,
  "gap_ev": 10.68,
  "symbols": ["C", "N", "C", "C", "C", "N", "H", "H", "H", "H", "H", "H"],
  "positions_angstrom": [[-1.215, 0.303, 0.950], [-0.075, 0.664, 0.242], [0.052, 0.562, -1.194], [0.706, -0.394, -0.231], [2.116, -0.557, 0.080], [3.225, -0.770, 0.345], [-1.019, 0.162, 2.019], [-1.275, -1.109, 0.471], [-2.065, 0.979, 0.747], [0.518, 1.442, -1.642], [-0.751, 0.107, -1.777], [-0.218, -1.390, -0.011]],
  "nbo_charge": [-0.28, -0.38, -0.23, -0.14, 0.26, -0.29, 0.21, 0.05, 0.21, 0.22, 0.20, 0.17]
}

{
  "formula": "C4H6N2",
  "method": "wB97M-V/def2-TZVPD",
  "energy_ev": -7223.62969,
  "e_above_lowest_kcal_mol": 45.23,
  "smiles": "N#CCN1CC1",
  "homo_ev": -9.9,
  "total_charge": 0,
  "gap_ev": 10.85,
  "symbols": ["N", "C", "C", "N", "C", "C", "H", "H", "H", "H", "H", "H"],
  "positions_angstrom": [[-1.338, -2.385, 1.378], [-0.962, -1.297, 1.273], [-0.517, 0.090, 1.077], [0.704, 0.141, 0.283], [0.693, 1.081, -0.828], [0.599, -0.377, -1.071], [-1.359, 0.636, 0.620], [-0.327, 0.544, 2.055], [1.621, 1.618, -1.001], [-0.214, 1.666, -0.986], [-0.364, -0.776, -1.390], [1.463, -0.941, -1.412]],
  "nbo_charge": [-0.31, 0.27, -0.33, -0.39, -0.25, -0.26, 0.21, 0.24, 0.21, 0.19, 0.20, 0.21]
}

{
  "formula": "C4H6N2",
  "method": "wB97M-V/def2-TZVPD",
  "energy_ev": -7225.00168,
  "e_above_lowest_kcal_mol": 13.59,
  "smiles": "Cc1cnc[nH]1",
  "homo_ev": -8.4,
  "total_charge": 0,
  "gap_ev": 9.30,
  "symbols": ["C", "C", "C", "N", "C", "N", "H", "H", "H", "H", "H", "H"],
  "positions_angstrom": [[1.659, 0.259, 0.366], [0.251, -0.073, 0.075], [-0.210, -0.964, -0.894], [-1.533, -0.829, -1.108], [-1.962, 0.101, -0.295], [-0.897, 0.512, 0.508], [2.323, -0.588, 0.182], [2.107, 1.097, -0.157], [1.685, 0.510, 1.437], [0.359, -1.736, -1.393], [-2.884, 0.359, 0.212], [-0.897, 1.353, 1.067]],
  "nbo_charge": [-0.64, 0.10, -0.10, -0.44, 0.13, -0.52, 0.24, 0.22, 0.21, 0.20, 0.20, 0.40]
}

{
  "formula": "C4H6N2",
  "method": "wB97M-V/def2-TZVPD",
  "energy_ev": -7222.95694,
  "e_above_lowest_kcal_mol": 60.74,
  "smiles": "[H]/N=C1/C[C@@H]2N[C@H]12",
  "homo_ev": -9.4,
  "total_charge": 0,
  "gap_ev": 10.35,
  "symbols": ["N", "C", "C", "C", "C", "N", "H", "H", "H", "H", "H", "H"],
  "positions_angstrom": [[-1.035, -0.246, -2.011], [-0.569, -0.077, -0.854], [-0.840, 0.923, 0.279], [0.260, 0.196, 1.063], [0.474, -0.786, -0.025], [1.473, 0.275, 0.244], [-0.664, 1.981, 0.068], [-1.837, 0.785, 0.711], [0.304, 0.008, 2.129], [-0.536, -1.061, -2.381], [0.723, -1.841, 0.032], [2.247, -0.156, 0.746]],
  "nbo_charge": [-0.60, 0.33, -0.47, -0.08, -0.19, -0.58, 0.23, 0.23, 0.21, 0.33, 0.22, 0.36]
}

{
  "formula": "C4H6N2",
  "method": "wB97M-V/def2-TZVPD",
  "energy_ev": -7223.62986,
  "e_above_lowest_kcal_mol": 45.22,
  "smiles": "Cc1cn[nH]c1",
  "homo_ev": -8.6,
  "total_charge": 0,
  "gap_ev": 9.63,
  "symbols": ["C", "C", "C", "N", "N", "C", "H", "H", "H", "H", "H", "H"],
  "positions_angstrom": [[0.284, -1.152, -1.084], [-0.549, -0.365, -0.094], [-0.395, 0.972, -0.352], [-0.053, 1.581, 0.797], [-0.078, 0.732, 1.848], [-0.430, -0.432, 1.328], [0.360, -2.212, -0.867], [0.008, -0.971, -2.127], [1.292, -0.723, -0.964], [-0.375, 1.449, -1.323], [0.556, 2.382, 0.832], [-0.619, -1.262, 2.005]],
  "nbo_charge": [-0.61, -0.18, -0.01, -0.35, -0.27, -0.04, 0.22, 0.22, 0.20, 0.21, 0.41, 0.21]
}

{
  "formula": "C4H6N2",
  "method": "wB97M-V/def2-TZVPD",
  "energy_ev": -7224.28513,
  "e_above_lowest_kcal_mol": 30.11,
  "smiles": "Nc1ccc[nH]1",
  "homo_ev": -7.3,
  "total_charge": 0,
  "gap_ev": 8.16,
  "symbols": ["N", "C", "C", "C", "C", "N", "H", "H", "H", "H", "H", "H"],
  "positions_angstrom": [[-1.843, -0.558, -0.359], [-0.525, -0.347, 0.005], [0.148, -0.289, 1.200], [1.298, 0.501, 0.919], [1.321, 0.792, -0.430], [0.186, 0.190, -1.020], [-1.837, -0.552, -1.404], [-2.265, -1.328, 0.145], [-0.190, -0.651, 2.164], [2.035, 0.799, 1.665], [2.131, 1.211, -1.005], [-0.460, 0.231, -1.880]],
  "nbo_charge": [-0.80, 0.32, -0.39, -0.26, -0.12, -0.54, 0.35, 0.39, 0.22, 0.22, 0.21, 0.40]
}

{
  "formula": "C4H6N2",
  "method": "wB97M-V/def2-TZVPD",
  "energy_ev": -7222.30017,
  "e_above_lowest_kcal_mol": 75.89,
  "homo_ev": -8.2,
  "total_charge": 0,
  "gap_ev": 9.16,
  "symbols": ["N", "C", "C", "C", "C", "N", "H", "H", "H", "H", "H", "H"],
  "positions_angstrom": [[-0.536, -0.732, -1.275], [-1.130, 0.315, -1.038], [-0.837, 1.037, 0.251], [0.271, 0.524, 1.138], [0.281, -1.671, -1.542], [1.185, 1.316, 1.519], [-0.649, 2.083, -0.008], [-1.780, 1.013, 0.808], [0.207, -0.528, 1.456], [1.197, -1.521, -2.117], [-0.035, -2.683, -1.354], [1.827, 0.847, 2.161]],
  "nbo_charge": [-0.30, 0.19, -0.56, 0.13, -0.24, -0.60, 0.26, 0.25, 0.16, 0.20, 0.19, 0.34]
}

{
  "formula": "C4H6N2",
  "method": "wB97M-V/def2-TZVPD",
  "energy_ev": -7224.52146,
  "e_above_lowest_kcal_mol": 24.66,
  "smiles": "CC#N.CC#N",
  "homo_ev": -11.6,
  "total_charge": 0,
  "gap_ev": 12.10,
  "symbols": ["C", "C", "N", "H", "H", "H", "C", "C", "N", "H", "H", "H"],
  "positions_angstrom": [[-10.021, 5.553, -1.741], [-9.523, 4.291, -1.161], [-9.151, 3.325, -0.655], [-10.734, 5.274, -2.517], [-9.249, 6.039, -2.337], [-10.547, 6.239, -1.077], [-13.614, 2.093, 2.592], [-13.401, 2.378, 4.017], [-13.292, 2.571, 5.164], [-12.764, 2.129, 1.911], [-14.367, 2.805, 2.254], [-14.115, 1.125, 2.559]],
  "nbo_charge": [-0.72, 0.29, -0.33, 0.25, 0.26, 0.26, -0.72, 0.29, -0.33, 0.26, 0.25, 0.25]
}